This record from the OMol25 dataset describes a single C4H7N3 molecule at a distorted geometry. The level of theory is ωB97M-V/def2-TZVPD.

## Properties
ΔE to the lowest compared entry with this formula, charge and spin = 12.5 kcal per mole
HOMO energy = -9.6 eV
HOMO-LUMO gap = 10.26 eV

The geometry in ORCA input format:
```
! RIJCOSX wB97M-V def2-TZVPD def2/J DEFGRID3
* xyz 0 1
N -2.731 -0.022 0.499
N -0.443 -0.254 0.727
N -1.175 1.335 -2.263
C 0.904 0.299 0.578
C -1.315 0.824 -1.234
C 1.617 -0.150 -0.696
C -1.552 0.173 0.053
H 1.115 0.233 -1.588
H -0.695 -0.639 1.627
H 0.884 1.397 0.637
H -3.439 0.304 -0.153
H 2.642 0.237 -0.704
H 1.457 -0.062 1.452
H 1.641 -1.243 -0.749
*
```